(1)
Here is C41H31I2LuN5O5S as an isolated structure in a non-equilibrium geometry from the Open Molecules 2025 dataset. Energies are from ωB97M-V/def2-TZVPD.

```
86
C41H31I2LuN5O5S (ωB97M-V/def2-TZVPD)
Lu 0.056 0.548 -0.189
O -0.534 -1.549 0.071
C -0.879 -2.537 -0.629
C -1.227 -3.785 0.001
C -1.779 -4.878 -0.672
C -1.977 -4.797 -2.055
C -1.389 -3.716 -2.677
C -0.887 -2.563 -2.038
C -0.727 -1.447 -2.910
N -0.508 -0.229 -2.497
N -0.439 0.844 -3.385
C 0.441 1.682 -2.988
O 1.292 1.458 -2.033
C 0.449 3.011 -3.714
C 1.265 4.010 -3.244
C 1.148 5.327 -3.696
C 0.110 5.686 -4.554
C -0.692 4.676 -5.046
C -0.539 3.370 -4.636
H -0.996 -3.883 1.121
H -2.128 -5.658 -0.066
H -2.387 -5.585 -2.683
H -1.438 -3.658 -3.724
H -0.770 -1.558 -4.016
H 2.188 3.695 -2.655
H 1.827 6.138 -3.377
H -0.148 6.664 -4.825
H -1.538 4.867 -5.688
H -1.213 2.539 -4.979
O 1.750 -6.047 -0.836
C 2.566 -5.208 -1.697
C 2.425 -3.724 -1.254
C 2.713 -2.648 -2.083
C 2.570 -1.290 -1.641
N 2.189 -1.023 -0.413
C 1.972 -2.033 0.458
C 2.131 -3.341 0.082
C 1.689 -1.573 1.802
C 2.065 -2.372 2.833
C 1.525 -2.131 4.100
C 1.707 -3.186 5.182
O 2.988 -3.807 5.250
C 0.818 -0.968 4.349
C 0.626 -0.144 3.270
N 0.995 -0.455 1.993
H 0.839 -5.886 -0.926
H 2.290 -5.283 -2.744
H 3.552 -5.559 -1.668
H 3.066 -2.782 -3.072
H 2.725 -0.439 -2.278
H 1.799 -4.085 0.812
H 2.621 -3.280 2.725
H 1.038 -4.072 5.083
H 1.477 -2.689 6.137
H 3.671 -3.117 5.265
H 0.404 -0.566 5.280
H 0.160 0.856 3.313
I 3.118 4.610 1.964
C 1.507 4.718 0.665
C 1.078 6.017 0.306
C 0.022 6.204 -0.494
I -0.564 8.178 -0.863
C -0.780 5.101 -0.935
C -1.874 5.225 -1.789
C -2.639 4.087 -2.025
C -2.265 2.844 -1.497
N -1.200 2.765 -0.699
C -0.449 3.831 -0.398
C 0.760 3.541 0.352
O 0.983 2.326 0.738
H 1.603 6.827 0.767
H -2.249 6.176 -2.200
H -3.452 4.173 -2.686
H -2.804 1.914 -1.674
S -2.331 0.897 1.514
C -2.515 -0.124 3.017
C -2.551 0.483 4.270
C -2.614 -0.301 5.400
C -2.821 -1.692 5.280
C -2.851 -2.285 4.029
C -2.640 -1.490 2.860
H -2.375 1.582 4.259
H -2.600 0.153 6.407
H -3.076 -2.304 6.132
H -2.931 -3.353 3.924
H -2.440 -1.920 1.839
```

The highest occupied orbital energy is -4.49 eV. Its maximum force is 0.067 hartree/bohr. The LUMO energy comes out at 2.08 eV. For the orbital gap, the calculation gives 6.6 eV. As for the total charge: -1.

=====

(2)
Here is a 6-piece molecular cluster, C41H31N2O20PS overall in a non-equilibrium geometry from the Open Molecules 2025 dataset. Energies are from ωB97M-V/def2-TZVPD.

```
96
C41H31N2O20PS (ωB97M-V/def2-TZVPD)
C 7.816 -1.783 2.850
C 6.476 -2.228 2.372
C 5.286 -2.797 3.400
C 4.118 -1.601 3.383
C 4.652 -0.044 3.384
C 3.559 1.198 3.319
C 1.969 0.799 3.290
P 0.678 2.250 3.234
S 1.568 3.954 3.685
C 1.438 -0.781 3.294
N -0.048 -0.992 3.220
C -0.419 -2.448 3.210
C 0.688 -3.638 3.292
N 2.182 -3.477 3.343
C 2.502 -2.010 3.332
H 8.477 -2.395 3.599
H 8.175 -0.707 2.478
H 6.178 -2.155 1.229
H 4.828 -3.760 2.865
H 5.687 -3.029 4.475
H 5.792 0.279 3.423
H 3.977 2.308 3.291
H 0.065 2.403 1.939
H -0.348 2.059 4.239
H -1.571 -2.721 3.163
H 0.272 -4.757 3.307
C 8.688 -6.094 -0.932
C 8.548 -4.926 -0.303
C 7.666 -3.856 -0.846
O 7.542 -2.800 -0.235
C 6.971 -4.114 -2.116
C 7.114 -5.282 -2.747
C 7.974 -6.361 -2.190
O 8.072 -7.430 -2.783
O 6.466 -5.530 -3.943
O 9.218 -4.666 0.879
H 9.325 -6.881 -0.548
H 6.347 -3.322 -2.509
H 6.728 -6.442 -4.197
H 8.951 -3.757 1.136
C -3.170 1.642 1.542
C -2.467 0.567 1.181
C -3.119 -0.598 0.520
O -2.444 -1.564 0.182
C -4.572 -0.541 0.301
C -5.276 0.533 0.665
C -4.619 1.708 1.301
O -5.289 2.689 1.608
O -6.643 0.592 0.465
O -1.104 0.496 1.406
H -2.708 2.496 2.021
H -5.037 -1.401 -0.164
H -6.919 1.469 0.811
H -0.827 -0.378 1.055
C -3.191 5.292 -0.691
C -2.380 4.243 -0.845
C -2.040 3.720 -2.197
O -1.278 2.767 -2.308
C -2.649 4.378 -3.364
C -3.462 5.425 -3.210
C -3.780 5.965 -1.859
O -4.516 6.940 -1.750
O -4.039 6.047 -4.301
O -1.825 3.604 0.248
H -3.445 5.684 0.286
H -2.407 3.977 -4.340
H -4.583 6.775 -3.930
H -1.277 2.879 -0.124
C 0.300 2.794 -9.296
C 1.495 3.103 -8.789
C 1.662 3.425 -7.344
O 2.775 3.687 -6.903
C 0.461 3.419 -6.494
C -0.734 3.113 -7.002
C -0.896 2.765 -8.441
O -2.004 2.470 -8.875
O -1.867 3.109 -6.209
O 2.623 3.135 -9.587
H 0.165 2.556 -10.344
H 0.594 3.672 -5.450
H -2.603 2.855 -6.808
H 3.360 3.383 -8.988
C -7.485 -0.748 3.417
C -8.629 -1.041 4.039
C -8.642 -1.830 5.302
O -9.706 -2.068 5.861
C -7.353 -2.304 5.832
C -6.210 -2.014 5.207
C -6.196 -1.201 3.960
O -5.128 -0.935 3.419
O -4.996 -2.458 5.698
O -9.845 -0.621 3.533
H -7.461 -0.173 2.499
H -7.379 -2.892 6.740
H -4.321 -2.117 5.072
H -10.519 -0.957 4.163
```

The highest occupied orbital energy is -8.34 eV. Its maximum force is 0.146 hartree/bohr. The LUMO energy comes out at -1.93 eV. For the orbital gap, the calculation gives 6.4 eV. Its SMILES is C=CCc1ccc([PH2]=S)c2nccnc12.O=C1C=C(O)C(=O)C=C1O.O=C1C=C(O)C(=O)C=C1O.O=C1C=C(O)C(=O)C=C1O.O=C1C=C(O)C(=O)C=C1O.O=C1C=C(O)C(=O)C=C1O.

=====

(3)
Here is C41H32Cl3CrN5OS5 as an isolated structure in a non-equilibrium geometry from the Open Molecules 2025 dataset. Energies are from ωB97M-V/def2-TZVPD.

```
88
C41H32Cl3CrN5OS5 (ωB97M-V/def2-TZVPD)
Cr -1.458 -1.054 0.051
S -0.958 -0.898 -2.237
C 0.441 -1.956 -2.282
C 0.768 -2.632 -3.459
C 1.850 -3.494 -3.502
C 2.636 -3.698 -2.374
C 2.349 -3.009 -1.209
C 1.257 -2.153 -1.164
S 0.910 -1.220 0.318
C 0.748 -2.538 1.582
C -0.460 -2.347 2.454
C -0.489 -2.947 3.701
C -1.633 -2.854 4.478
C -2.713 -2.141 3.981
C -2.615 -1.550 2.733
C -3.779 -0.806 2.146
S -3.902 -1.112 0.344
C -4.233 -2.865 0.481
C -5.499 -3.269 0.891
C -5.770 -4.613 1.065
C -4.774 -5.552 0.815
C -3.522 -5.151 0.392
C -3.230 -3.794 0.213
S -1.674 -3.336 -0.417
N -1.506 -1.646 1.980
H 0.143 -2.482 -4.330
H 2.078 -4.020 -4.420
H 3.468 -4.388 -2.398
H 2.966 -3.142 -0.328
H 1.653 -2.558 2.189
H 0.659 -3.474 1.027
H 0.371 -3.501 4.052
H -1.682 -3.332 5.447
H -3.622 -2.038 4.556
H -3.684 0.272 2.268
H -4.710 -1.127 2.608
H -6.269 -2.526 1.066
H -6.748 -4.932 1.396
H -4.979 -6.606 0.945
H -2.743 -5.874 0.189
Cl -0.425 0.238 -6.706
C -0.020 1.368 -5.472
C 1.154 1.222 -4.754
C 1.447 2.118 -3.743
C 0.582 3.156 -3.407
C 0.933 4.142 -2.300
C -0.066 4.247 -1.120
N -0.591 3.071 -0.415
C -1.350 3.217 0.723
C -1.789 1.978 1.060
N -1.304 1.063 0.161
C -0.588 1.764 -0.716
O 2.296 4.070 -1.945
C 2.778 3.060 -1.083
C 4.225 2.838 -1.440
C 5.043 1.919 -0.854
Cl 4.600 0.800 0.368
S 6.645 1.943 -1.487
C 6.218 3.203 -2.568
C 4.920 3.576 -2.440
C -0.559 3.317 -4.196
Cl -1.625 4.669 -3.978
C -0.869 2.432 -5.216
H 1.832 0.410 -4.979
H 2.389 2.013 -3.221
H 0.869 5.137 -2.750
H -0.935 4.772 -1.510
H 0.395 4.888 -0.366
H -1.537 4.174 1.178
H -2.397 1.699 1.900
H -0.114 1.338 -1.581
H 2.226 2.119 -1.188
H 2.698 3.380 -0.034
H 6.961 3.596 -3.243
H 4.446 4.349 -3.023
H -1.760 2.578 -5.809
N 0.715 0.462 7.599
C 0.820 0.782 6.501
C 0.945 1.129 5.120
C 1.821 2.117 4.677
C 1.925 2.327 3.314
C 1.163 1.548 2.455
N 0.302 0.621 2.869
C 0.199 0.424 4.176
H 2.403 2.688 5.387
H 2.612 3.060 2.918
H 1.237 1.662 1.380
H -0.516 -0.319 4.509
```

The highest occupied orbital energy (alpha / beta) is -9.70 / -9.81 eV. Its maximum force is 0.035 hartree/bohr. The LUMO energy (alpha / beta) comes out at -3.79 / -3.47 eV. For the orbital gap (alpha / beta), the calculation gives 5.9 / 6.3 eV. As for the total charge: +1. As for the expectation value of S²: 0.765. Its multiplicity is 2.

=====

(4)
Here is C41H32Cl3FeN6O8S3 as an isolated structure in a non-equilibrium geometry from the Open Molecules 2025 dataset. Energies are from ωB97M-V/def2-TZVPD.

```
94
C41H32Cl3FeN6O8S3 (ωB97M-V/def2-TZVPD)
Fe 0.387 0.296 -0.604
S 5.371 -4.862 -0.164
C 5.835 -5.179 -1.779
C 5.349 -4.247 -2.642
C 4.590 -3.251 -2.004
C 4.495 -3.436 -0.647
C 3.727 -2.688 0.317
C 2.944 -1.577 -0.069
N 2.062 -0.993 0.709
C 1.932 -1.423 1.980
C 2.822 -2.380 2.530
C 2.793 -2.650 3.930
C 1.916 -2.024 4.746
C 0.935 -1.139 4.215
C -0.004 -0.482 5.018
C -0.992 0.299 4.433
C -1.038 0.293 3.016
N -0.116 -0.227 2.256
C 0.898 -0.894 2.819
C -1.899 1.126 5.192
C -1.946 1.326 6.554
C -2.878 2.306 6.934
C -3.533 2.848 5.870
S -3.042 2.176 4.381
C 3.695 -3.038 1.659
H 6.435 -6.042 -1.989
H 5.524 -4.267 -3.702
H 4.121 -2.441 -2.533
H 3.051 -1.165 -1.062
H 3.500 -3.361 4.328
H 1.921 -2.202 5.810
H 0.045 -0.598 6.091
H -1.878 0.748 2.510
H -1.337 0.791 7.263
H -3.048 2.604 7.954
H -4.278 3.618 5.868
H 4.336 -3.826 2.030
Cl 0.852 -3.812 -2.193
C 1.384 -2.626 -3.319
C 1.975 -2.988 -4.506
C 2.445 -2.019 -5.384
C 2.380 -0.675 -5.035
C 1.825 -0.304 -3.834
Cl 1.878 1.314 -3.263
C 1.227 -1.254 -2.935
N 0.643 -0.906 -1.835
H 2.084 -4.034 -4.744
H 2.890 -2.316 -6.320
H 2.778 0.083 -5.690
C 2.701 3.636 6.936
C 1.242 3.900 7.231
S 0.477 4.874 5.885
O 1.376 5.928 5.504
O -0.854 5.216 6.287
C 0.396 3.677 4.500
C 0.207 4.425 3.192
N -0.066 3.533 2.082
C 0.753 2.539 1.640
N 0.236 1.839 0.674
C -1.047 2.408 0.312
C -1.218 3.510 1.301
N -2.422 4.090 1.591
O -2.506 4.887 2.535
O -3.377 3.773 0.886
C 2.115 2.284 2.176
H 3.255 3.436 7.849
H 3.123 4.521 6.465
H 2.828 2.783 6.273
H 1.108 4.521 8.113
H 0.638 3.004 7.331
H -0.441 3.023 4.720
H 1.334 3.138 4.539
H 1.098 5.023 2.975
H -0.656 5.093 3.286
H -1.839 1.624 0.375
H 2.602 3.217 2.450
H 2.700 1.776 1.410
H 2.076 1.630 3.048
O -0.975 2.776 -1.047
O -0.425 1.734 -1.765
Cl -1.908 -7.078 -1.029
C -2.027 -5.354 -1.038
C -2.434 -4.703 -2.194
C -2.526 -3.323 -2.193
C -2.211 -2.602 -1.050
C -1.799 -3.264 0.098
C -1.716 -4.645 0.112
C -2.359 -1.074 -1.054
O -3.191 -0.596 -1.800
O -1.608 -0.473 -0.224
H -2.678 -5.269 -3.080
H -2.845 -2.794 -3.077
H -1.557 -2.688 0.978
H -1.410 -5.171 1.004
```

The highest occupied orbital energy (alpha / beta) is -8.10 / -8.10 eV. Its maximum force is 0.054 hartree/bohr. The LUMO energy (alpha / beta) comes out at -1.43 / -2.15 eV. For the orbital gap (alpha / beta), the calculation gives 6.7 / 5.9 eV. As for the expectation value of S²: 8.895. Its multiplicity is 6.

=====

(5)
Here is C41H32F5N5O3SSeZr as an isolated structure in a non-equilibrium geometry from the Open Molecules 2025 dataset. Energies are from ωB97M-V/def2-TZVPD.

```
89
C41H32F5N5O3SSeZr (ωB97M-V/def2-TZVPD)
Zr -0.047 0.066 0.038
C 1.114 -1.223 -3.476
O 0.686 -0.085 -2.729
C -0.081 0.834 -3.410
C -0.293 0.769 -4.778
C -1.041 1.751 -5.410
C -1.569 2.801 -4.678
C -1.372 2.848 -3.307
C -0.654 1.859 -2.656
N -0.478 1.834 -1.225
N -1.065 2.803 -0.640
C -0.924 3.099 0.672
C 0.090 2.547 1.491
O 0.849 1.610 1.032
C 0.319 3.082 2.789
C -0.452 4.088 3.252
C -1.494 4.686 2.465
C -2.260 5.755 2.966
C -3.241 6.332 2.202
C -3.491 5.838 0.912
C -2.763 4.786 0.409
C -1.739 4.197 1.172
H 1.717 -0.912 -4.329
H 0.254 -1.807 -3.796
H 1.724 -1.819 -2.807
H 0.102 -0.050 -5.358
H -1.210 1.684 -6.478
H -2.143 3.578 -5.167
H -1.790 3.652 -2.718
H 1.088 2.613 3.389
H -0.299 4.458 4.261
H -2.059 6.117 3.969
H -3.822 7.158 2.590
H -4.268 6.289 0.307
H -2.971 4.395 -0.579
C 4.365 0.940 -0.847
C 4.981 -0.284 -0.646
C 4.203 -1.407 -0.439
C 2.826 -1.271 -0.422
N 2.231 -0.080 -0.565
C 2.990 1.000 -0.782
C 1.909 -2.428 -0.246
C 2.320 -3.733 -0.449
C 1.419 -4.764 -0.245
C 0.138 -4.457 0.171
C -0.203 -3.132 0.328
N 0.656 -2.131 0.114
H 4.938 1.838 -1.029
H 6.061 -0.363 -0.643
H 4.658 -2.370 -0.260
H 2.464 1.936 -0.896
H 3.330 -3.940 -0.773
H 1.720 -5.793 -0.404
H -0.598 -5.228 0.358
H -1.198 -2.851 0.637
F 0.384 -3.967 7.360
C 0.611 -3.231 6.270
C 0.642 -1.855 6.348
F 0.443 -1.260 7.530
C 0.880 -1.099 5.215
F 0.908 0.229 5.379
C 1.107 -1.669 3.959
S 1.487 -0.698 2.555
C 1.072 -3.059 3.935
F 1.302 -3.714 2.782
C 0.829 -3.835 5.052
F 0.812 -5.170 4.960
Se -1.773 -1.204 -1.749
C -3.439 -1.962 -1.250
C -4.567 -1.188 -1.000
C -5.770 -1.820 -0.726
N -5.929 -3.146 -0.695
C -4.843 -3.881 -0.946
C -3.592 -3.346 -1.219
H -4.506 -0.107 -1.026
H -6.657 -1.230 -0.516
H -4.983 -4.958 -0.931
H -2.746 -3.992 -1.419
C -1.830 0.443 3.489
C -2.217 -0.390 2.290
C -3.723 -0.416 2.124
O -1.603 0.117 1.098
H -2.243 0.003 4.399
H -2.228 1.457 3.375
H -0.749 0.499 3.583
H -1.861 -1.408 2.446
H -4.078 0.593 1.895
H -4.197 -0.756 3.047
H -4.020 -1.077 1.312
```

The highest occupied orbital energy is -7.24 eV. Its maximum force is 0.029 hartree/bohr. The LUMO energy comes out at -1.25 eV. For the orbital gap, the calculation gives 6.0 eV.